This record from the Open Molecules 2025 dataset describes an isolated molecule of C6H13N3 at a distorted geometry. The level of theory is ωB97M-V/def2-TZVPD.

Summary:
SMILES = NCC/C=N/N1CCC1
Spin multiplicity = 1
DFT total energy = -10899.7928 eV
Frontier orbital gap = 9.00 eV
ΔE to the lowest compared entry with this formula, charge and spin = 3.6193 eV

Each line ends with the natural charge from an NBO analysis.
Geometry (Å):
N -4.273 0.150 0.081  -0.89
N 0.419 0.646 0.095  -0.24
N 1.625 0.113 -0.255  -0.29
C 2.780 1.068 -0.066  -0.21
C -0.585 -0.168 -0.008  0.05
C -3.029 -0.248 -0.453  -0.20
C 2.480 -1.004 0.339  -0.23
C 3.662 -0.188 -0.131  -0.43
C -1.872 0.242 0.494  -0.46
H 2.948 1.935 -0.809  0.19
H 2.379 -1.933 -0.217  0.20
H -0.478 -1.145 -0.533  0.16
H -2.919 0.237 -1.444  0.17
H 2.378 -1.061 1.428  0.19
H -1.875 1.334 0.497  0.23
H -4.953 -0.593 0.189  0.36
H -2.955 -1.252 -0.739  0.19
H 3.744 -0.402 -1.199  0.21
H -4.784 1.013 0.037  0.39
H -2.084 -0.229 1.514  0.22
H 4.672 -0.184 0.322  0.22
H 2.722 1.670 0.857  0.18

This record from the Open Molecules 2025 dataset describes a structure of composition C4H10BrN at a distorted geometry. The level of theory is ωB97M-V/def2-TZVPD.

Summary:
Spin multiplicity = 1
DFT total energy = -75838.2487 eV
Frontier orbital gap = 9.68 eV
ΔE to the lowest compared entry with this formula, charge and spin = 1.6935 eV

Each line ends with the natural charge from an NBO analysis.
Geometry (Å):
Br -1.606 0.705 1.256  0.18
N -0.155 0.690 0.139  -0.71
C -0.302 1.178 -1.226  -0.25
C -0.846 0.244 -2.383  -0.66
C 1.145 -1.174 1.514  -0.40
C 0.913 -0.825 2.776  -0.37
H 1.608 -0.264 3.353  0.18
H -0.915 -0.834 -2.092  0.21
H -0.255 0.374 -3.306  0.23
H 0.181 -1.181 3.461  0.19
H 0.088 -0.482 -0.366  0.38
H -0.834 2.200 -1.117  0.20
H -1.929 0.356 -2.472  0.22
H 0.808 1.375 -1.515  0.20
H 0.242 -1.719 1.012  0.18
H 1.859 -0.643 0.966  0.20

This record from the Open Molecules 2025 dataset describes a structure of composition C51H51CoN6O6P2SSi at a distorted geometry. The level of theory is ωB97M-V/def2-TZVPD.

Summary:
Charge = +1
Spin multiplicity = 4
DFT total energy = -149848.2202 eV
Frontier orbital gap (alpha / beta) = 6.09 / 7.02 eV
ΔE to the lowest compared entry with this formula, charge and spin = 0.0000 eV

Each line ends with the Löwdin spin population.
Geometry (Å):
Co -0.361 0.168 0.354  1.87
S 0.837 7.182 -2.918  0.00
P -0.375 -0.565 2.747  0.00
P -0.341 -0.648 -1.794  0.02
Si 1.880 -0.427 0.075  0.03
O 2.118 7.471 -3.569  0.00
O -0.883 -2.889 0.319  0.02
O 0.038 8.186 -2.214  0.00
O 1.551 4.510 3.368  0.00
O -2.939 0.709 1.256  0.02
O 1.448 6.152 1.838  0.00
N 1.110 -3.571 1.248  0.00
N 0.393 4.248 -0.011  0.00
N 3.115 -4.280 2.048  0.00
N 1.340 4.984 2.248  0.00
N 0.106 2.089 0.513  0.04
N -0.418 -5.140 0.265  0.00
C 1.678 -5.955 1.042  0.00
C 0.981 -2.888 -3.079  0.00
C -0.198 0.105 -3.468  0.01
C 3.279 -0.665 4.561  0.00
C -1.917 0.630 6.357  0.00
C -0.363 -3.120 3.998  0.00
C 2.027 -1.839 -1.190  0.00
C -1.079 -2.157 3.292  0.00
C 0.176 5.544 -0.707  0.00
C -2.077 -1.051 -1.806  0.22
C -1.596 1.693 3.853  0.00
C -0.839 2.874 -1.683  0.00
C 0.467 -6.186 0.432  0.00
C 1.096 0.271 -4.001  0.00
C -1.297 0.398 -4.335  0.00
C -2.562 -1.998 -2.653  0.00
C 0.743 2.686 1.567  0.01
C -1.247 -0.119 5.370  0.00
C 0.204 0.707 -6.202  0.00
C -4.697 -2.022 -1.452  0.02
C 1.907 -0.537 4.327  0.00
C 2.067 -3.769 -3.172  0.00
C -2.447 -2.396 3.058  0.00
C 1.210 5.837 -1.773  0.00
C -2.220 -4.652 3.817  0.00
C -0.085 -3.777 0.610  0.00
C 0.933 -1.945 -2.048  0.01
C -0.081 3.004 -0.444  0.01
C -2.997 -0.258 -0.952  0.07
C -0.636 7.349 -5.305  0.00
C 1.953 -4.590 1.418  0.00
C -2.330 1.928 6.133  0.00
C 3.310 0.737 -0.547  0.01
C -3.896 -2.495 -2.494  0.29
C -1.042 0.426 4.101  0.00
C 1.393 -0.652 3.029  0.00
C -2.176 2.480 4.849  0.00
C 3.177 -2.592 -1.381  0.00
C 2.295 -0.652 1.911  0.01
C -1.678 -5.334 -0.483  0.00
C 3.679 -0.710 2.183  0.00
C -2.985 -3.659 3.237  0.00
C -2.280 0.199 0.363  0.02
C 0.906 4.008 1.289  0.00
C 1.300 0.556 -5.358  0.00
C 4.174 -0.735 3.496  0.00
C -4.281 -0.967 -0.698  0.24
C -0.917 -4.366 4.265  0.00
C 3.177 -3.610 -2.343  0.00
C -1.083 0.681 -5.672  0.00
C -0.250 6.425 -4.160  0.00
H -3.084 -1.558 2.737  0.00
H -0.366 -5.098 4.833  0.00
H 2.087 -4.568 -3.913  0.00
H -2.073 -6.367 -0.343  0.00
H 0.127 -7.162 0.083  0.00
H -3.998 -3.828 2.898  0.00
H -1.320 8.149 -4.964  0.00
H 3.900 -4.921 2.107  0.00
H -4.933 -0.516 0.029  0.01
H -5.656 -2.489 -1.305  -0.01
H 0.312 0.880 -7.259  0.00
H 1.981 0.166 -3.372  0.00
H -1.523 3.746 -1.834  0.00
H 2.323 0.642 -5.748  0.00
H -3.243 0.678 -1.509  0.04
H 3.146 1.149 -1.580  0.00
H 4.317 0.209 -0.552  0.00
H 2.418 -6.736 1.197  0.00
H 4.058 -2.437 -0.787  0.00
H -1.129 6.795 -6.108  0.00
H -2.020 0.179 7.345  0.00
H -1.388 1.922 -1.689  0.00
H 2.194 6.050 -1.296  0.00
H -0.990 -1.149 5.612  0.00
H -2.621 -5.657 3.929  0.00
H 4.418 -0.729 1.393  0.00
H 5.241 -0.772 3.668  0.00
H -2.533 3.494 4.658  0.00
H 4.048 -4.260 -2.472  0.00
H -1.916 -2.437 -3.438  0.00
H -2.312 0.321 -3.958  0.00
H 0.235 7.858 -5.725  0.00
H 3.424 1.620 0.140  0.00
H 0.667 -2.957 4.303  0.00
H -1.491 -5.157 -1.573  0.00
H 1.275 -0.341 5.178  0.00
H -1.915 0.811 -6.371  0.00
H 3.288 -3.285 2.156  0.00
H 3.661 -0.701 5.598  0.00
H -2.365 -4.579 -0.108  0.00
H -0.848 5.542 -1.114  0.00
H -1.586 2.079 2.839  0.00
H 0.983 2.222 2.513  0.00
H -4.278 -3.239 -3.182  0.02
H 0.290 5.493 -4.469  0.00
H -2.729 2.522 6.943  0.00
H -0.166 2.880 -2.586  0.00
H 0.214 -2.900 -3.850  0.00
H 1.371 4.945 -2.416  0.00
H 0.201 6.310 0.083  0.00
H -1.190 6.160 -3.643  0.00

Q: What is the ΔE to the lowest compared entry with this formula, charge and spin in the third record?
A: 0.0000 eV

Q: What is the ΔE to the lowest compared entry with this formula, charge and spin in the first record?
A: 3.6193 eV